No. 1
Below is 9 unconnected molecules or ions with the total composition C5H30N2O9, with properties calculated with ωB97M-V/def2-TZVPD.

The structure (SMILES) is C[C@H](O)[C@H](C)NCN.O.O.O.O.O.O.O.O. The energy relative to the best compared isomer or geometry (same formula, charge and spin) is 48.7 kcal/mol. The HOMO energy is -9.40 eV. The calculation puts the max |F| at 1.9 eV/A. Its orbital gap is 9.3 eV.

Cartesian coordinates (Å):
O  -2.5773  -1.4865  1.8240
O  0.6590  1.7177  -2.5692
O  3.8086  0.0965  1.8033
O  -2.6878  2.4147  -2.6317
O  3.0002  3.2546  -0.5484
O  -1.1334  1.8133  2.8965
O  1.9591  -2.4319  3.0914
O  -1.4512  -0.7120  -3.6641
O  1.4225  2.6528  2.5855
N  2.6445  -1.6631  -0.9251
N  0.2266  -1.7078  -0.4792
C  -1.8906  -1.9562  0.6698
C  -0.7592  -0.9699  0.3019
C  -2.8844  -2.1711  -0.4606
C  1.4244  -0.8858  -0.7491
C  -1.2504  0.3194  -0.4021
H  1.3122  1.9961  -3.2224
H  3.5889  -0.6361  1.2145
H  2.6254  -2.3447  -1.6718
H  -3.2184  2.3567  -1.8331
H  1.3259  -0.2725  -1.6425
H  -0.1161  -1.8986  -1.4174
H  -1.4077  -2.8677  0.9829
H  -1.8120  2.7226  -2.3750
H  -0.5406  -0.3949  -3.7821
H  -1.7613  0.0843  -3.2012
H  -0.7275  1.1456  0.0761
H  -0.8475  1.5634  3.7838
H  -3.4341  -3.0794  -0.1886
H  -2.9780  -0.6319  1.6911
H  1.7044  3.5213  2.2791
H  -2.2994  0.4942  -0.1318
H  -0.3372  -0.6545  1.2511
H  2.7822  -2.1635  -0.0533
H  -2.0851  1.6640  2.9385
H  1.6230  -0.2228  0.0983
H  0.5109  2.5744  2.2487
H  -3.6514  -1.4026  -0.5631
H  1.5470  -1.7229  2.5824
H  1.4002  -3.1897  2.8852
H  2.9788  2.3592  -0.9264
H  2.7476  2.9640  0.3267
H  1.0455  1.9765  -1.7244
H  3.2401  -0.0839  2.5596
H  -2.4890  -2.3153  -1.4575
H  -1.2371  0.1737  -1.4706



No. 2
Below is C4H6O2 in the gas phase, with properties calculated with ωB97M-V/def2-TZVPD.

The structure (SMILES) is C=C1COCO1. The energy relative to the best compared isomer or geometry (same formula, charge and spin) is 91.2 kcal/mol. The HOMO energy is -8.40 eV. The calculation puts the max |F| at 6.5 eV/A. Its orbital gap is 9.3 eV.

Cartesian coordinates (Å):
O  -0.6103  0.8656  -0.6458
O  0.3334  -0.9293  -1.2869
C  0.6593  -0.8533  0.0129
C  -0.2908  0.6401  1.8064
C  -0.3616  0.1182  -1.7207
C  0.0293  0.3924  0.4389
H  1.8494  -0.7470  0.1749
H  0.0766  0.1430  2.8473
H  0.5485  -1.7233  0.7023
H  -1.2333  -0.2265  -2.1382
H  -1.1309  1.3473  2.0533
H  0.1304  0.9728  -2.2442



No. 3
Below is 2 unconnected molecules or ions with the total composition C3H12N2S, with properties calculated with ωB97M-V/def2-TZVPD.

The spin multiplicity is 2. The energy relative to the best compared isomer or geometry (same formula, charge and spin) is 0.2 kcal/mol. The HOMO energy (spin up / spin down) is -13.24 / -13.24 eV. The calculation puts the max |F| at 1.6 eV/A. As for the total charge: +1. Its orbital gap (spin up / spin down) is 10.2 / 5.7 eV.

Cartesian coordinates (Å):
S  -1.6721  1.0817  0.9033
N  1.0591  -0.0724  0.7204
N  0.2238  -1.9883  -2.4178
C  0.0241  -1.5550  -1.0247
C  -1.3185  2.4285  2.0139
C  1.0654  -0.5028  -0.6971
H  -2.2015  2.7733  2.5500
H  -0.2435  0.4830  0.8408
H  -1.0436  3.2875  1.3850
H  -0.4412  -2.7417  -2.5842
H  -0.5134  2.2152  2.7124
H  0.9246  0.3795  -1.3335
H  0.1516  -2.3955  -0.3314
H  1.7467  0.6639  0.8385
H  1.3285  -0.8325  1.3373
H  -0.1652  -1.2510  -3.0037
H  -0.9831  -1.1560  -0.8794
H  2.0583  -0.8176  -1.0298



No. 4
Below is a molecular structure, C42H60BClN7O4STcTe, with properties calculated with ωB97M-V/def2-TZVPD.

The spin multiplicity is 4. The HOMO energy (spin up / spin down) is -10.72 / -10.31 eV. The calculation puts the max |F| at 1.2 eV/A. As for the total charge: +1. Its orbital gap (spin up / spin down) is 7.5 / 4.1 eV.

Cartesian coordinates (Å):
Te  2.0365  0.4407  -2.1730
Tc  -0.4699  0.8854  1.2043
Cl  -1.7563  2.4373  2.1375
S  -6.1394  -1.3502  -2.3551
O  -1.4312  1.0832  -0.6454
O  -2.5171  -0.0704  0.8154
O  -6.6777  -0.5365  -1.2983
O  -7.0064  -1.7680  -3.4093
N  0.3049  0.4991  3.1682
N  2.2156  2.1105  1.2897
N  -4.8516  -0.5621  -3.1133
N  1.0192  -0.7314  0.7057
N  1.0092  2.3127  0.6895
N  1.6463  0.6970  3.2858
N  2.2625  -0.3870  1.1617
C  -0.0412  3.5659  -2.3148
C  -1.5021  -1.1103  6.0489
C  -2.4245  -0.7641  3.7666
C  -4.7439  -4.0007  0.3201
C  -4.2972  -4.8875  -1.8677
C  -3.7463  0.6300  -1.1429
C  -0.1644  0.1824  4.4003
C  2.0314  0.5444  4.5581
C  0.9097  0.2118  5.2900
C  3.4220  0.7483  5.0492
C  2.1914  0.1257  -4.3000
C  3.7405  0.8566  -6.1399
C  -1.5725  -0.1334  4.8639
C  -2.2340  1.1643  5.3708
C  2.3884  3.9711  0.1563
C  1.1445  -1.9576  0.1427
C  -2.5326  0.5358  -0.2833
C  1.0992  3.4782  -0.0398
C  2.4742  -2.3683  0.2534
C  3.3586  0.9273  -4.8018
C  0.0727  -4.1747  0.3061
C  0.1316  -2.8737  -0.5097
C  -4.8455  -3.7544  -2.4475
C  -1.2605  -2.2893  -0.5940
C  0.7253  5.6372  -1.2193
C  4.8068  1.6054  -6.6052
C  3.0580  3.0974  0.9902
C  -1.2545  4.4742  -0.3282
C  -3.7507  -6.2995  0.1504
C  -5.3425  -2.7539  -1.6269
C  -4.2592  -5.0340  -0.4813
C  0.6019  -3.1890  -1.9402
C  0.1266  4.2468  -0.9479
C  4.5836  -1.3350  1.2917
C  5.1297  2.5078  -4.4054
C  3.6645  1.8221  -2.4825
C  5.5010  2.4373  -5.7366
C  -5.2852  -2.8598  -0.2458
C  4.0612  1.7506  -3.9299
C  -3.6226  -0.3188  -2.3641
C  3.1476  -1.3602  0.8991
C  4.4374  3.2295  1.5312
B  2.5398  0.8301  2.0589
H  4.4189  3.2507  2.6211
H  -2.9941  -6.0875  0.9067
H  -0.4814  2.5833  -2.2184
H  4.6871  -1.3574  2.3773
H  -1.7795  5.2326  -0.9097
H  1.6408  5.5739  -1.8088
H  0.8810  0.0143  6.3460
H  -1.8500  3.5705  -0.3524
H  -2.5056  -1.4778  6.2624
H  6.3331  3.0272  -6.0975
H  3.8044  1.7185  4.7333
H  5.0794  -2.2100  0.8795
H  -3.8441  1.6602  -1.4905
H  -3.9181  -5.6796  -2.5013
H  -2.5031  1.8177  4.5474
H  -1.9855  -1.7021  3.4161
H  4.8755  4.1580  1.1745
H  0.0083  6.2196  -1.7957
H  3.3527  2.8287  -2.2053
H  3.6757  0.8464  2.3891
H  4.0962  -0.0209  4.6713
H  -3.2729  -1.2928  -2.0274
H  -1.9242  -2.9956  -1.0951
H  -3.4208  -0.9757  4.1554
H  -0.7045  4.1834  -2.9256
H  -1.1743  4.8301  0.6981
H  2.3279  -0.9369  -4.4998
H  -0.8646  -1.9683  5.8303
H  3.4228  0.7069  6.1352
H  2.8060  4.8700  -0.2568
H  -1.2312  -1.3675  -1.1738
H  -4.7178  -4.1030  1.3984
H  -0.6494  -4.8509  -0.1539
H  4.4930  1.5426  -1.8308
H  -0.2461  -3.9716  1.3305
H  -1.1350  -0.6231  6.9522
H  5.0769  2.4009  1.2259
H  5.6723  3.1533  -3.7245
H  3.1979  0.2063  -6.8157
H  0.9267  6.1739  -0.2909
H  -0.1076  -3.8737  -2.4076
H  0.9144  3.4840  -2.8338
H  0.6455  -2.2772  -2.5388
H  5.0868  -0.4420  0.9214
H  2.9001  -3.2935  -0.0918
H  -2.8796  0.0775  -3.0571
H  -4.9092  -3.6393  -3.5222
H  -4.6217  0.3589  -0.5614
H  -2.5400  -0.0923  2.9244
H  -3.1426  0.9127  5.9196
H  5.0989  1.5409  -7.6450
H  -1.5597  1.7008  6.0390
H  1.0406  -4.6731  0.3364
H  -1.6676  -2.0940  0.3948
H  -4.5722  -6.8153  0.6506
H  -5.2128  0.2554  -3.5952
H  1.5865  -3.6545  -1.9515
H  -5.6838  -2.0594  0.3642
H  1.2673  0.4361  -4.7880
H  -3.3311  -6.9763  -0.5917



No. 5
Below is 9 unconnected molecules or ions with the total composition C49H37F7O25, with properties calculated with ωB97M-V/def2-TZVPD.

The structure (SMILES) is O=C1c2ccccc2C(=O)c2ccccc21.O=C1c2ccccc2C(=O)c2ccccc21.O=C1OC[C@@H](F)O1.O=C1OC[C@@H](F)O1.O=C1OC[C@@H](F)O1.O=C1OC[C@@H](F)O1.O=C1OC[C@@H](F)O1.O=C1OC[C@@H](F)O1.O=C1OC[C@@H](F)O1. The HOMO energy is -9.66 eV. The calculation puts the max |F| at 3.6 eV/A. Its orbital gap is 8.6 eV.

Cartesian coordinates (Å):
F  -3.7363  4.6492  6.6989
F  5.5522  -0.2191  -3.4802
F  -1.4401  0.8811  -1.2445
F  -0.3881  6.9573  -0.2588
F  -0.6623  2.4225  -3.9823
F  -3.4798  2.2980  0.4804
F  -3.1155  -2.2366  5.4116
O  -0.5834  -1.1595  3.3761
O  -2.9885  4.4408  4.6493
O  -5.0348  0.1672  1.7926
O  -3.8568  0.1041  -0.0964
O  2.3972  3.8214  -1.7056
O  -2.6260  4.6296  -6.8754
O  1.3843  -4.6505  5.2727
O  -3.8688  -1.6602  1.3552
O  0.5937  5.0658  -1.3517
O  -1.7422  -0.4745  5.1066
O  -1.0329  3.3600  -5.9667
O  2.1095  4.8922  0.2488
O  -1.3995  3.4965  3.4113
O  -1.4489  5.4082  -5.1424
O  0.8212  1.6642  1.2224
O  2.2360  -2.5079  -2.3288
O  7.0957  3.5410  -4.3674
O  2.7589  1.6738  0.1214
O  -1.9302  -0.3364  -4.8781
O  -2.8268  2.2091  4.5908
O  6.8070  1.5909  -3.1892
O  2.3600  -5.6409  0.1060
O  0.8635  1.0003  -0.8962
O  0.0755  0.7314  4.4580
O  5.0965  2.6060  -4.1454
C  1.2689  -6.3233  2.0630
C  -0.6784  -0.1660  4.3202
C  -0.4123  0.5919  -0.4465
C  0.6526  0.5215  -5.7049
C  -1.6181  -3.1269  -0.8069
C  -0.9671  -0.6900  -4.2452
C  1.7770  4.5518  -0.9895
C  -3.9877  3.9479  5.5480
C  2.8932  -1.5194  2.9236
C  -0.4828  1.2093  0.9781
C  1.6001  1.4404  0.1648
C  -0.0430  -2.0554  -2.2874
C  0.0541  -6.8923  4.1043
C  4.5369  1.8897  -3.0658
C  1.5315  -0.9639  -3.9685
C  2.9931  0.0408  -5.6250
C  0.8799  -7.5184  1.5275
C  2.9978  -1.7135  1.5475
C  -1.3682  -2.2447  3.8351
C  -0.3015  -2.8508  -1.1654
C  2.0547  -5.3452  1.2401
C  -2.4039  -1.6336  -2.4785
C  6.4310  2.6297  -3.9807
C  2.5233  -2.5518  3.7535
C  0.1448  -8.4363  2.2616
C  2.8422  -2.9897  1.0536
C  -0.3484  -8.1162  3.5168
C  -4.2016  -0.5549  1.0626
C  5.6572  0.9157  -2.7082
C  0.8970  5.3697  0.8764
C  -5.5162  1.2706  1.0155
C  -0.2449  3.4287  -4.7833
C  -4.3806  1.3837  -0.0054
C  -2.3874  3.3686  4.0635
C  -1.1213  -1.4557  -2.9680
C  -2.5323  -1.5086  4.4470
C  2.1655  -3.8122  3.2136
C  -1.7866  4.4687  -6.0516
C  0.9259  -6.0608  3.4143
C  -0.0750  5.6398  -0.2332
C  1.3158  -1.8705  -2.8093
C  -3.6761  2.4612  5.7005
C  -2.6736  -2.4983  -1.4455
C  2.7907  -0.6802  -4.4565
C  -0.5949  4.7831  -4.1439
C  1.9227  0.6516  -6.2610
C  0.4500  -0.3521  -4.6100
C  2.3010  -4.0156  1.8349
C  1.4463  -4.8103  4.0754
H  -0.3645  -6.7551  5.0911
H  0.6194  4.7875  1.7558
H  -0.9687  5.0309  -0.0767
H  -0.8136  0.4568  1.6861
H  -4.8558  1.7599  -0.9099
H  5.6750  0.6734  -1.6485
H  0.4807  -3.4536  -0.7226
H  4.3210  2.5559  -2.2283
H  3.6240  1.3934  -3.3892
H  1.9616  1.2834  -7.1380
H  -0.0911  -9.3959  1.8188
H  2.1759  -2.3592  4.7607
H  -0.3808  -0.4931  -0.3130
H  -3.1771  2.3585  6.6617
H  -1.7488  -3.9565  -0.1225
H  2.9141  -0.5105  3.3196
H  -0.8231  -2.8749  4.5363
H  0.2242  5.4899  -4.0605
H  -1.7594  -2.7943  2.9771
H  -3.6480  -2.7879  -1.0750
H  -3.2408  -1.1298  -2.9466
H  -0.7847  -8.8124  4.2197
H  -4.6945  2.0739  5.7591
H  1.3232  6.2853  1.3109
H  -6.4823  1.0570  0.5535
H  -5.6864  2.1160  1.6762
H  -3.1860  -1.1525  3.6522
H  -0.1793  0.9450  -6.2506
H  -1.2030  4.6700  -3.2504
H  1.1184  -7.7266  0.4917
H  3.3243  -0.8865  0.9304
H  2.6994  -3.0262  -0.0247
H  -1.0950  2.1121  1.0287
H  0.8296  3.3716  -4.9502
H  4.0049  0.1442  -5.9936
H  3.6188  -1.2232  -4.0137
H  -4.9733  4.2405  5.1900



No. 6
Below is a molecular structure, C20H31BrF6NO10S4SiTi, with properties calculated with ωB97M-V/def2-TZVPD.

The energy relative to the best compared isomer or geometry (same formula, charge and spin) is 14.4 kcal/mol. The HOMO energy is -12.78 eV. The calculation puts the max |F| at 0.8 eV/A. As for the total charge: +1. Its orbital gap is 7.2 eV.

Cartesian coordinates (Å):
Br  -2.3525  -1.2994  -0.6718
Ti  -0.2422  -0.2891  0.2130
S  1.9548  1.7542  0.3956
S  1.6638  -1.8271  -1.6007
S  1.8189  -2.5457  0.9319
S  -1.3562  1.6435  1.5541
Si  -3.7950  -3.2334  -0.1056
F  3.6399  -2.1216  -3.2282
F  3.4571  -0.1114  -2.4329
F  3.4882  -0.9409  2.2442
F  2.0493  -0.8202  -3.9245
F  2.8921  -2.7415  3.2768
F  1.5085  -1.1007  3.1327
O  -2.6338  2.1257  1.9116
O  1.3826  0.3957  0.9442
O  1.3882  1.9610  -0.9008
O  3.3641  1.7829  0.5568
O  -1.0892  1.4641  0.0555
O  0.3542  -2.1101  0.8431
O  1.0798  -3.0448  -2.0466
O  1.9938  -3.9389  1.1060
O  0.6241  -0.7079  -1.4785
O  -1.0595  0.2312  2.0084
N  2.5661  -1.9104  -0.3162
C  0.2997  4.6996  3.4708
C  -4.5995  -4.3407  2.3145
C  -2.8109  -4.6636  -0.8926
C  -1.5948  -5.0681  -0.0482
C  -5.3445  -2.6359  -1.0443
C  2.4880  -1.7407  2.5279
C  -6.5006  -3.6183  -0.7622
C  -0.1068  2.7714  2.0890
C  -4.5354  -1.8410  2.2939
C  2.8104  -1.1541  -2.9014
C  -0.5505  3.6939  3.0216
C  -3.8251  -3.1098  1.7963
C  -2.4351  -3.1161  2.4506
C  -5.1152  -2.6043  -2.5661
C  -3.7509  -5.8837  -0.9933
C  1.5811  4.7882  2.9738
C  -2.2858  -4.3538  -2.3058
C  2.0361  3.8627  2.0358
C  -5.8163  -1.2328  -0.6169
C  1.2100  2.8553  1.5823
H  -0.9436  -4.2272  0.1839
H  -4.2370  -2.0299  -2.8640
H  -7.3845  -3.2700  -1.3036
H  -1.5662  3.6361  3.3859
H  -5.9859  -2.1342  -3.0293
H  -6.2917  -4.6321  -1.1009
H  -1.8802  -5.5609  0.8802
H  -3.1697  -6.7366  -1.3541
H  -4.4356  -1.8053  3.3818
H  3.0497  3.9156  1.6625
H  -4.0970  -0.9246  1.8935
H  -5.0253  -0.4824  -0.6338
H  -0.0580  5.4120  4.2008
H  -6.5856  -0.9096  -1.3222
H  -1.8922  -4.0459  2.3162
H  -4.6480  -4.2881  3.4056
H  2.2456  5.5715  3.3119
H  -4.5625  -5.7241  -1.7032
H  -5.0332  -3.6042  -2.9888
H  -1.8090  -2.2976  2.0994
H  -4.1871  -6.1709  -0.0348
H  -3.0705  -4.1639  -3.0318
H  -1.7322  -5.2311  -2.6502
H  -6.2711  -1.2279  0.3697
H  -5.6000  -1.8389  2.0738
H  -6.7671  -3.6589  0.2944
H  -1.0067  -5.7882  -0.6230
H  -4.1062  -5.2799  2.0579
H  -1.5918  -3.5133  -2.3179
H  -2.5758  -2.9773  3.5260
H  -5.6254  -4.3832  1.9473